Density functional theory data (ωB97M-V/def2-TZVPD) for a structure of composition C4H7O4PS.

The geometry in XYZ format:
```
17
Properties=species:S:1:pos:R:3:forces:R:3:nbo_charge:R:1
C -2.420186 1.739157 0.776245 2.78 -2.24 -3.05 -0.972
C 0.185628 -0.400331 -1.124406 -1.83 0.47 0.13 0.578
C 0.595533 -1.705044 0.923030 -5.82 0.64 -1.63 -0.300
C 0.476566 -0.150459 -2.401155 -0.75 -0.48 2.39 -0.533
O -0.953417 0.042938 -0.461008 1.17 0.07 -1.09 -0.806
O 2.495282 -0.039786 1.873227 -0.56 1.11 -1.84 -0.874
O 0.993740 1.565695 0.768874 -0.01 0.17 0.49 -0.908
O 1.045145 -1.096543 -0.325625 1.25 0.13 1.17 -0.547
P -1.133915 1.754391 -0.361285 -2.69 -0.67 1.47 1.057
S 2.078824 0.639541 0.635162 2.65 -0.28 2.01 1.708
H -2.749103 2.717242 0.985511 -1.06 0.59 0.77 0.232
H -2.776781 0.680361 0.953604 -0.10 1.83 0.57 0.250
H 0.217966 -2.645554 0.540398 0.18 -0.59 0.58 0.201
H -0.428357 -1.118150 1.209887 2.75 -1.33 -0.19 0.225
H 1.245758 -1.782357 1.748519 1.25 0.27 0.17 0.242
H -0.291725 0.206146 -3.006426 -0.80 0.93 -0.96 0.227
H 1.419041 -0.407248 -2.734551 1.58 -0.65 -0.97 0.221
```
Positions in Å, forces in eV/Å.

Results
E_tot = -32571.56442 eV
relative energy (zero: lowest compared OMol25 entry of this formula, charge and spin) = 206.9 kJ/mol
2S+1 = 1
HOMO-LUMO gap = 8.552 eV
E_LUMO = -0.301 eV
HOMO energy = -8.853 eV